Here is a gas-phase ion, C5H9N (charge +1) from the OMol25 dataset. Energies are from ωB97M-V/def2-TZVPD.

The total charge is +1. The expectation value of S² is 0.7964. The calculation puts the total energy at -6811.7062 eV. The spin multiplicity is 2. As for the LUMO energy (alpha / beta): -4.67 / -6.71 eV.

Each line ends with the Mulliken spin population.
Atoms and positions in Å:
N  1.15  -1.03  -0.91  0.160
C  -0.13  -0.57  -0.77  0.108
C  -0.39  0.59  -0.03  0.285
C  0.60  1.29  0.69  -0.075
C  0.39  2.07  1.86  0.456
C  -1.16  -1.63  -0.97  0.005
H  1.47  -1.90  -1.37  -0.005
H  1.76  -0.28  -0.86  -0.008
H  -1.39  0.69  0.38  -0.003
H  1.58  1.33  0.27  0.015
H  1.05  2.91  2.09  0.018
H  -0.42  2.02  2.49  0.031
H  -1.23  -2.18  -0.10  0.008
H  -2.17  -1.07  -0.81  -0.001
H  -1.11  -2.24  -1.96  0.006